C13H29Cl2GdN2P as an isolated structure in a non-equilibrium geometry, computed with the ωB97M-V functional and the def2-TZVPD basis.

Frontier orbital gap (spin up / spin down) in hartree: 0.1059 / 0.2854
2S+1: 8
Relative energy (zero: lowest compared OMol25 entry of this formula, charge and spin) in kcal/mol: 6.73
Charge: -1

Element x y z (Å)
Gd 0.604 0.236 -0.446
Cl -0.515 2.433 -0.458
Cl 2.758 0.861 0.534
H -0.665 -1.449 -1.860
H -0.452 -1.942 -1.316
P 1.953 3.655 -3.763
C 0.734 5.078 -4.015
C 3.573 4.597 -3.785
C 1.910 2.970 -5.514
C 0.051 5.444 -2.691
H -0.024 4.627 -4.678
C 1.288 6.337 -4.678
H 2.026 6.830 -4.035
H 0.450 7.030 -4.837
H 1.758 6.151 -5.647
H -0.351 4.564 -2.177
H -0.786 6.127 -2.896
H 0.745 5.956 -2.012
H 0.825 2.900 -5.713
C 2.491 1.547 -5.568
C 2.533 3.859 -6.595
H 1.938 4.759 -6.782
H 2.575 3.289 -7.535
H 3.555 4.163 -6.335
H 2.011 0.890 -4.834
H 3.572 1.544 -5.378
H 2.319 1.123 -6.568
C 3.749 5.414 -2.493
H 3.510 5.298 -4.638
C 4.775 3.662 -3.991
H 3.026 6.234 -2.413
H 4.752 5.870 -2.493
H 3.648 4.796 -1.586
H 4.755 2.794 -3.312
H 5.703 4.225 -3.806
H 4.833 3.278 -5.015
C -1.121 -3.905 3.043
N -0.577 -2.606 2.690
C -0.043 -1.688 3.588
C 0.399 -0.621 2.864
N 0.036 -0.841 1.510
C -0.521 -2.074 1.465
H -0.359 -4.540 3.506
H -1.959 -3.817 3.744
H -1.472 -4.400 2.137
H 0.042 -1.909 4.639
H 0.966 0.248 3.168
H -0.822 -2.628 0.591

One molecule with the formula C4H8FN3 in a non-equilibrium geometry, computed with the ωB97M-V functional and the def2-TZVPD basis.

Frontier orbital gap in hartree: 0.3671
2S+1: 1
Relative energy (zero: lowest compared OMol25 entry of this formula, charge and spin) in kcal/mol: 82.39
SMILES: [H]/N=C(\NN)[C@H]1C[C@@H]1F

Element x y z (Å)
H 1.315 1.535 -0.569
N 0.409 1.334 -0.253
C 0.421 0.073 -0.071
N 1.549 -0.657 -0.264
N 3.003 -0.270 -0.386
C -0.895 -0.704 0.115
C -1.850 0.190 1.056
C -2.029 0.232 -0.515
F -3.333 -0.307 -0.925
H 1.586 -1.795 -0.017
H 2.957 0.606 -1.016
H 3.257 0.031 0.585
H -0.875 -1.717 -0.043
H -1.370 0.796 1.820
H -2.646 -0.509 1.544
H -1.499 1.163 -1.060

C5H5FOS as an isolated structure in a non-equilibrium geometry, computed with the ωB97M-V functional and the def2-TZVPD basis.

Frontier orbital gap in hartree: 0.3419
2S+1: 1
Relative energy (zero: lowest compared OMol25 entry of this formula, charge and spin) in kcal/mol: 66.61

Element x y z (Å)
C -1.018 -0.766 -0.039
C -0.756 0.502 0.652
C 0.741 0.492 0.968
C 1.376 -0.164 -0.296
C 0.086 -0.309 -1.028
H -0.688 -1.847 0.268
H -1.574 0.781 1.289
H 0.922 0.048 1.889
H 1.116 1.594 0.766
H 0.375 -0.553 -2.154
O 2.454 -0.361 -0.842
F -2.347 -0.721 -0.537
S -0.687 1.303 -0.936

C28H27BrN5O2S2SiW as an isolated structure in a non-equilibrium geometry, computed with the ωB97M-V functional and the def2-TZVPD basis.

Frontier orbital gap (spin up / spin down) in hartree: 0.2294 / 0.2455
2S+1: 3
Relative energy (zero: lowest compared OMol25 entry of this formula, charge and spin) in kcal/mol: 17.37
Charge: +1

Element x y z (Å)
W 0.097 -0.113 -0.368
N -0.912 3.947 -1.413
C -0.948 2.657 -1.081
S -0.302 1.468 -2.226
N -1.520 2.284 0.030
N -1.511 0.950 0.245
C -2.464 0.342 0.965
C -3.434 1.039 1.809
C -3.637 0.640 3.132
C -4.555 1.304 3.923
C -5.286 2.361 3.405
C -5.068 2.780 2.102
C -4.138 2.135 1.309
C -2.472 -1.067 0.697
C -3.397 -1.978 1.223
C -3.438 -3.269 0.752
C -2.565 -3.632 -0.283
C -1.666 -2.711 -0.761
N -1.562 -1.446 -0.288
H -0.579 4.224 -2.320
H -1.346 4.620 -0.803
H -3.053 -0.167 3.548
H -4.697 1.003 4.950
H -6.021 2.860 4.015
H -5.620 3.616 1.703
H -3.968 2.457 0.295
H -4.073 -1.632 1.987
H -4.137 -3.983 1.157
H -2.598 -4.619 -0.711
H -0.982 -2.971 -1.563
C 4.081 -4.061 -0.758
Si 2.872 -4.925 0.423
C 3.779 -5.666 1.928
C 1.780 -6.239 -0.421
C 1.699 -3.634 1.232
C 1.233 -3.830 2.523
C 0.426 -2.890 3.162
C 0.117 -1.728 2.494
N 0.538 -1.506 1.241
C 1.275 -2.461 0.608
S 1.485 -2.063 -1.078
H 4.955 -4.678 -0.939
H 4.429 -3.112 -0.361
H 3.622 -3.858 -1.720
H 4.606 -6.291 1.610
H 3.125 -6.294 2.526
H 4.185 -4.897 2.581
H 2.403 -7.044 -0.799
H 1.222 -5.837 -1.260
H 1.068 -6.680 0.272
H 1.490 -4.740 3.043
H 0.055 -3.063 4.158
H -0.489 -0.954 2.950
Br 0.754 1.566 2.508
C 2.467 0.715 2.757
C 2.856 0.431 4.054
C 4.094 -0.143 4.291
C 4.941 -0.429 3.232
C 4.543 -0.153 1.940
C 3.298 0.421 1.676
C 2.954 0.605 0.229
O 3.776 0.526 -0.651
O 1.676 0.789 -0.039
H 2.195 0.665 4.875
H 4.394 -0.359 5.303
H 5.910 -0.861 3.415
H 5.183 -0.367 1.098

One molecule with the formula C8H18O2Si in a non-equilibrium geometry, computed with the ωB97M-V functional and the def2-TZVPD basis.

Frontier orbital gap in hartree: 0.3150
2S+1: 1
Relative energy (zero: lowest compared OMol25 entry of this formula, charge and spin) in kcal/mol: 56.17
SMILES: COC(O[Si](C)(C)C)=C(C)C

Element x y z (Å)
C -2.264 0.205 -1.781
O -0.918 -0.004 -2.121
C -0.073 0.502 -1.152
O -0.564 0.749 0.132
Si -0.565 -0.418 1.358
C -2.314 -0.914 1.807
C 0.430 0.411 2.706
C 0.355 -2.010 0.925
C 1.231 0.795 -1.401
C 2.129 1.155 -0.278
C 1.785 0.857 -2.799
H -2.381 0.012 -0.719
H -2.522 1.233 -2.057
H -2.882 -0.510 -2.364
H -2.362 -0.931 2.891
H -2.592 -1.894 1.450
H -3.008 -0.208 1.364
H 0.471 1.493 2.614
H -0.011 0.135 3.662
H 1.447 0.037 2.779
H 1.408 -1.823 0.674
H -0.107 -2.479 0.068
H 0.303 -2.740 1.760
H 1.563 1.593 0.562
H 2.854 1.899 -0.623
H 2.704 0.280 0.085
H 2.868 1.038 -2.798
H 1.286 1.627 -3.394
H 1.728 -0.090 -3.350

One molecule with the formula C4H8O2, computed with the ωB97M-V functional and the def2-TZVPD basis.

Frontier orbital gap in hartree: 0.4009
2S+1: 1
Relative energy (zero: lowest compared OMol25 entry of this formula, charge and spin) in kcal/mol: 19.98
SMILES: CCC(=O)CO

Element x y z (Å)
C -1.955 0.293 -0.414
C -0.870 -0.569 0.243
C 0.422 0.216 0.359
O 0.426 1.363 0.764
C 1.761 -0.400 -0.031
O 2.709 0.607 -0.230
H -2.033 1.247 0.116
H -2.928 -0.207 -0.387
H -1.708 0.503 -1.462
H -0.710 -1.504 -0.307
H -1.180 -0.843 1.261
H 2.079 -1.070 0.791
H 1.651 -1.015 -0.936
H 2.337 1.379 0.235

C2H3BrO2 as an isolated structure in a non-equilibrium geometry, computed with the ωB97M-V functional and the def2-TZVPD basis.

Frontier orbital gap in hartree: 0.3233
2S+1: 1
Relative energy (zero: lowest compared OMol25 entry of this formula, charge and spin) in kcal/mol: 121.21

Element x y z (Å)
C -1.392 -1.065 -0.246
C -0.369 0.070 -0.038
O -1.535 -2.401 0.095
O -1.552 -1.864 -1.240
Br -3.429 0.365 0.298
H -0.258 0.590 -0.977
H 0.607 -0.414 0.288
H -0.749 0.844 0.610

A 2-piece molecular cluster, C8H11NO5S overall in a non-equilibrium geometry, computed with the ωB97M-V functional and the def2-TZVPD basis.

Frontier orbital gap in hartree: 0.3693
2S+1: 1
Relative energy (zero: lowest compared OMol25 entry of this formula, charge and spin) in kcal/mol: 6.44
SMILES: CNS(=O)(=O)c1ccccc1.O=C(O)O

Element x y z (Å)
C 1.954 -1.696 -1.424
N 1.419 -0.965 -0.225
S 0.151 -1.735 0.522
O -0.142 -2.914 -0.254
O 0.543 -1.840 1.936
C -1.120 -0.407 0.447
C -1.685 -0.200 1.733
C -2.809 0.701 1.753
C -3.249 1.387 0.641
C -2.665 1.075 -0.572
C -1.596 0.210 -0.726
H 2.148 -1.087 -2.287
H 2.913 -2.073 -1.141
H 1.229 -2.573 -1.533
H 2.216 -0.915 0.417
H -1.314 -0.764 2.484
H -3.353 0.761 2.676
H -4.169 1.980 0.527
H -3.071 1.431 -1.477
H -1.199 -0.023 -1.722
O 0.969 2.015 -0.339
C 2.102 1.615 -0.313
O 2.791 1.125 0.711
O 2.929 1.540 -1.348
H 2.260 1.212 1.587
H 2.748 2.140 -2.073